1.
Formula: C6H11N
Source: the Open Molecules 2025 dataset
Level of theory: the ωB97M-V functional and the def2-TZVPD basis

```
! RIJCOSX wB97M-V def2-TZVPD def2/J DEFGRID3
* xyz 0 1
C 0.546 -0.953 1.367
C 0.479 -1.410 -0.131
C 0.317 -0.043 -0.749
C -0.405 0.636 -1.889
C -0.714 0.638 0.122
C -0.101 0.477 1.537
H 0.004 -1.642 2.036
H 1.624 -0.893 1.691
H 1.367 -1.981 -0.412
H -0.365 -2.083 -0.366
H 1.222 0.536 -0.616
H -1.218 -0.016 -2.255
H 0.205 0.923 -2.791
H -0.178 2.397 -0.808
H -1.650 0.017 0.115
H -0.859 0.431 2.329
H 0.653 1.287 1.751
N -0.927 1.680 -0.929
*
```

Results of the Mulliken charge analysis, in e, for atoms 1 through 5: atom 1 (C): -0.405, atom 2 (C): -0.851, atom 3 (C): 0.236, atom 4 (C): -0.586, atom 5 (C): -0.167

---

2.
Formula: C6H11N
Source: the Open Molecules 2025 dataset
Level of theory: the ωB97M-V functional and the def2-TZVPD basis

Results
**SMILES**: C=C/C=C(\C)NC

```
! RIJCOSX wB97M-V def2-TZVPD def2/J DEFGRID3
* xyz 0 1
C -0.898 1.337 2.358
C -0.324 0.158 2.198
C -0.565 -0.618 0.946
C 0.173 -0.467 -0.154
C 1.328 0.500 -0.169
N 0.010 -1.317 -1.262
C -0.117 -0.682 -2.580
H -0.837 1.892 3.292
H -1.511 1.822 1.608
H 0.264 -0.235 3.021
H -1.388 -1.322 1.014
H 2.059 0.257 0.602
H 1.914 0.454 -1.090
H 0.980 1.524 -0.103
H -0.804 -1.878 -1.046
H -1.022 -0.072 -2.648
H 0.067 -1.418 -3.353
H 0.672 0.064 -2.635
*
```

Results of the Mulliken charge analysis, in e, for atoms 1 through 5: atom 1 (C): -0.688, atom 2 (C): -0.433, atom 3 (C): -0.563, atom 4 (C): 0.773, atom 5 (C): -1.238

---

3.
Formula: C6H11N
Source: the Open Molecules 2025 dataset
Level of theory: the ωB97M-V functional and the def2-TZVPD basis

Results
**SMILES**: CC=C=N.C=CC

```
! RIJCOSX wB97M-V def2-TZVPD def2/J DEFGRID3
* xyz 0 1
C 0.055 1.084 2.692
C 0.528 1.524 1.330
C 1.362 0.829 0.597
N 2.146 0.165 -0.079
H -1.026 1.234 2.791
H 0.263 0.023 2.864
H 0.542 1.656 3.489
H 0.150 2.451 0.908
H 1.628 -0.497 -0.669
C -1.194 -0.509 -0.289
C -0.507 -1.366 -1.042
C -0.353 -1.253 -2.532
H -1.665 0.374 -0.717
H -1.307 -0.647 0.783
H -0.047 -2.233 -0.566
H 0.697 -1.283 -2.848
H -0.858 -2.091 -3.027
H -0.793 -0.322 -2.903
*
```

Results of the Mulliken charge analysis, in e, for atoms 1 through 5: atom 1 (C): -1.078, atom 2 (C): -0.479, atom 3 (C): 0.644, atom 4 (N): -0.672, atom 5 (H): 0.302

---

The records above give, respectively, orbital gap values of 0.3722; 0.3369; 0.3566 hartree.
The records above give, respectively, HOMO values of -0.328; -0.296; -0.318 Eh.
The records above give, respectively, relative energy (zero: lowest compared OMol25 entry of this formula, charge and spin) values of 212.3; 158.5; 211.0 kJ/mol.